{
  "formula": "C27H66BrClN9O6P3",
  "method": "ωB97M-V with the def2-TZVPD basis set",
  "e_homo_ev": -7.747,
  "lumo_energy_ha": -0.0055,
  "gap_ev": 7.60,
  "symbols": ["C", "C", "C", "Br", "C", "C", "C", "O", "O", "C", "C", "C", "O", "Cl", "H", "H", "H", "H", "H", "H", "H", "H", "H", "H", "H", "H", "C", "N", "C", "P", "O", "N", "C", "C", "N", "C", "C", "H", "H", "H", "H", "H", "H", "H", "H", "H", "H", "H", "H", "H", "H", "H", "H", "H", "H", "C", "N", "C", "P", "O", "N", "C", "C", "N", "C", "C", "H", "H", "H", "H", "H", "H", "H", "H", "H", "H", "H", "H", "H", "H", "H", "H", "H", "H", "C", "N", "C", "P", "O", "N", "C", "C", "N", "C", "C", "H", "H", "H", "H", "H", "H", "H", "H", "H", "H", "H", "H", "H", "H", "H", "H", "H", "H"],
  "positions_angstrom": [[-1.9467, -5.0599, -2.7297], [-3.2998, -4.3734, -2.5981], [-4.3302, -5.2310, -1.8322], [-4.0283, -4.8812, 0.0683], [-5.7101, -4.7900, -2.2988], [-6.9026, -4.8438, -1.3395], [-7.9525, -4.3545, -2.3425], [-8.7328, -3.4601, -2.2913], [-7.7596, -5.2062, -3.4276], [-6.3642, -5.4583, -3.5348], [-5.9479, -6.8295, -4.0489], [-6.2434, -8.0462, -3.1731], [-6.7197, -9.0315, -3.6544], [-5.8558, -8.0892, -1.4306], [-2.0327, -6.0367, -3.1948], [-1.2700, -4.4444, -3.3167], [-1.5081, -5.1363, -1.7366], [-3.2484, -3.3621, -2.2058], [-3.7130, -4.2865, -3.6105], [-4.0724, -6.2573, -2.0527], [-5.6169, -3.7237, -2.5112], [-6.8423, -4.2543, -0.4378], [-7.2951, -5.8320, -1.1191], [-6.0414, -4.8049, -4.3540], [-6.4882, -7.0176, -4.9665], [-4.8770, -6.7822, -4.2303], [-2.6522, 1.3211, 0.7828], [-2.5859, 1.7921, -0.5930], [-1.2033, 1.9390, -1.0539], [-3.6453, 1.2512, -1.8503], [-3.1096, -0.1557, -2.0083], [-5.2661, 0.8372, -1.3743], [-5.6119, 0.4667, -0.0179], [-5.8992, -0.1063, -2.2907], [-4.1758, 2.9163, -2.2113], [-3.6663, 3.4681, -3.4709], [-4.2759, 3.9244, -1.1914], [-1.9582, 1.8964, 1.3986], [-2.4125, 0.2551, 0.8867], [-3.6290, 1.5071, 1.2231], [-1.0384, 2.9579, -1.4285], [-0.9603, 1.2412, -1.8615], [-0.4822, 1.7654, -0.2579], [-4.9703, -0.3547, 0.3348], [-6.6504, 0.1378, 0.0394], [-5.5481, 1.3065, 0.6760], [-5.5777, -1.1414, -2.1104], [-5.6622, 0.1414, -3.3288], [-6.9847, -0.0523, -2.1960], [-2.6090, 3.7633, -3.4038], [-4.2480, 4.3395, -3.7783], [-3.7560, 2.7254, -4.2691], [-3.3041, 4.3488, -0.9079], [-4.7625, 3.5457, -0.2937], [-4.9028, 4.7370, -1.5690], [5.5716, -1.7634, -1.7726], [4.9364, -0.4614, -1.9059], [5.7611, 0.4726, -2.6781], [3.2427, -0.2441, -2.1867], [3.1388, -0.7102, -3.6215], [2.1883, -1.4326, -1.4658], [2.6422, -2.7519, -1.0658], [0.9220, -1.5495, -2.1850], [3.0486, 0.7834, -0.7448], [2.8215, 2.2042, -1.0254], [3.8358, 0.5988, 0.4456], [6.6163, -1.6317, -1.4846], [5.5338, -2.3592, -2.6940], [5.1344, -2.3409, -0.9616], [5.9373, 1.3898, -2.1024], [5.2892, 0.7557, -3.6243], [6.7325, 0.0490, -2.9218], [3.1529, -3.2934, -1.8756], [1.7936, -3.3573, -0.7430], [3.3002, -2.6989, -0.1964], [1.0097, -2.1686, -3.0869], [0.5558, -0.5661, -2.4901], [0.1577, -1.9780, -1.5333], [3.7387, 2.7252, -1.3363], [2.4134, 2.7154, -0.1506], [2.0869, 2.3069, -1.8311], [4.8497, 1.0061, 0.3554], [3.9093, -0.4512, 0.7281], [3.3467, 1.1100, 1.2787], [6.9944, 2.4405, 5.3616], [6.3196, 3.6139, 4.8260], [7.1938, 4.3897, 3.9397], [4.6704, 3.6190, 4.3053], [4.7798, 2.8029, 3.0366], [3.5935, 2.5651, 5.1821], [4.0577, 1.4279, 5.9572], [2.4411, 2.1689, 4.3789], [4.2388, 4.9558, 5.4028], [3.9857, 6.2412, 4.7427], [4.8746, 5.1304, 6.6804], [7.9842, 2.7233, 5.7242], [7.1074, 1.6337, 4.6260], [6.4832, 2.0492, 6.2375], [7.2487, 5.4322, 4.2765], [6.8379, 4.3898, 2.9048], [8.2077, 3.9975, 3.9269], [4.6966, 0.7463, 5.3772], [3.2062, 0.8541, 6.3256], [4.5923, 1.7489, 6.8527], [2.6765, 1.3537, 3.6830], [2.0688, 3.0125, 3.7915], [1.6222, 1.8536, 5.0279], [4.9119, 6.7371, 4.4179], [3.4463, 6.9203, 5.4059], [3.3589, 6.0917, 3.8588], [5.8735, 5.5791, 6.6071], [4.9574, 4.1904, 7.2239], [4.2510, 5.7908, 7.2893]],
  "mulliken_charge": [-1.3283, -0.5036, -0.2225, -0.1092, 0.1293, -0.5246, 0.3423, -0.5475, -0.4215, 0.0135, -0.7163, 0.4050, -0.4779, -0.1530, 0.3596, 0.3899, 0.3207, 0.4338, 0.2933, 0.3835, 0.2084, 0.5085, 0.2006, 0.1931, 0.4503, 0.3757, -1.0861, 0.3270, -1.4028, 0.6580, -0.7762, 0.1960, -1.0871, -1.4666, 0.0649, -0.9277, -0.7968, 0.4303, 0.3104, 0.2811, 0.1965, 0.3974, 0.5440, 0.3685, 0.3871, 0.2596, 0.6315, 0.3279, 0.4082, 0.2929, 0.3365, 0.3171, 0.2607, 0.1725, 0.3824, -1.1378, 0.2238, -1.1385, 0.5848, -0.8967, 0.2672, -1.0826, -1.0347, 0.4349, -1.0890, -0.7290, 0.4377, 0.3042, 0.3107, 0.2424, 0.3453, 0.4314, 0.3758, 0.3413, 0.2564, 0.3049, 0.0871, 0.4904, 0.2652, 0.2676, 0.4064, 0.2347, 0.1700, 0.2891, -1.0762, 0.2552, -1.1703, 0.6584, -0.8417, 0.1602, -1.0321, -1.0817, 0.0856, -0.9461, -0.7784, 0.4371, 0.2896, 0.2748, 0.2313, 0.3389, 0.4348, 0.3468, 0.3922, 0.2420, 0.3474, 0.3017, 0.3939, 0.3040, 0.3379, 0.3146, 0.2649, 0.1638, 0.3780]
}

=====

{
  "formula": "C27H68N5O13V",
  "method": "ωB97M-V with the def2-TZVPD basis set",
  "e_homo_ev": -8.385,
  "lumo_energy_ha": -0.0041,
  "gap_ev": 8.27,
  "relative_energy_ev": 1.947,
  "symbols": ["O", "V", "O", "O", "C", "O", "O", "H", "C", "O", "C", "C", "N", "C", "C", "O", "C", "H", "H", "H", "H", "H", "H", "H", "H", "H", "H", "H", "H", "H", "H", "H", "C", "O", "C", "C", "N", "C", "C", "O", "C", "H", "H", "H", "H", "H", "H", "H", "H", "H", "H", "H", "H", "H", "H", "H", "C", "O", "C", "C", "N", "C", "C", "O", "C", "H", "H", "H", "H", "H", "H", "H", "H", "H", "H", "H", "H", "H", "H", "H", "C", "C", "C", "O", "C", "N", "H", "H", "H", "H", "H", "H", "H", "H", "H", "H", "H", "C", "C", "C", "O", "C", "N", "H", "H", "H", "H", "H", "H", "H", "H", "H", "H", "H"],
  "positions_angstrom": [[1.1872, -0.5661, 3.9014], [0.3483, 0.7977, 3.7288], [1.0921, 2.0282, 4.4453], [-0.1828, 0.5490, -0.3481], [-0.0606, 0.6072, 0.9566], [-0.8627, 0.0628, 1.7280], [0.8619, 1.2891, 1.4878], [0.5618, 1.1281, -0.5269], [-1.3827, -4.1936, 4.9843], [-2.0317, -2.9416, 5.2502], [-2.3634, -2.1246, 4.0776], [-2.6319, -0.6538, 4.5172], [-1.4092, 0.0162, 5.0611], [-1.7922, 1.3230, 5.6417], [-2.3779, 2.3327, 4.6554], [-1.3574, 2.4872, 3.6344], [-1.3243, 3.8347, 3.0341], [-0.4192, -4.1126, 4.4810], [-2.0128, -4.7133, 4.2624], [-1.2949, -4.8472, 5.8521], [-3.2913, -2.5580, 3.7042], [-1.6747, -2.0895, 3.2335], [-3.3472, -0.6023, 5.3380], [-3.0211, -0.0629, 3.6881], [-1.0261, -0.6450, 5.7215], [-0.9535, 1.7083, 6.2217], [-2.5518, 1.0800, 6.3847], [-2.6143, 3.2552, 5.1856], [-3.3572, 2.0569, 4.2640], [-0.5686, 3.6906, 2.2619], [-1.0371, 4.5948, 3.7606], [-2.3159, 4.0171, 2.6199], [5.3546, -3.7652, -3.0688], [4.6790, -3.2693, -1.9356], [3.7938, -2.1529, -2.2030], [3.4794, -1.3953, -0.9330], [4.4820, -0.3665, -0.5963], [4.5190, -0.1265, 0.8474], [5.8671, 0.4597, 1.2780], [6.8892, -0.1066, 0.4799], [8.1176, 0.4999, 0.7461], [5.9962, -2.9799, -3.4684], [4.6591, -4.0443, -3.8603], [6.0477, -4.5642, -2.8053], [2.8643, -2.4813, -2.6680], [4.1382, -1.4449, -2.9568], [3.2453, -2.1333, -0.1659], [2.5087, -0.9124, -1.0465], [5.3272, -0.7614, -0.9833], [4.2711, -1.0265, 1.4102], [3.7220, 0.5592, 1.1349], [6.0989, 0.2886, 2.3292], [5.8705, 1.5249, 1.0468], [8.8097, 0.0997, 0.0051], [8.6078, 0.2281, 1.6810], [8.0715, 1.5777, 0.5905], [-5.8316, 0.3175, 2.8105], [-4.8875, -0.2622, 1.8300], [-5.1967, -1.5731, 1.4512], [-4.2561, -1.9644, 0.3685], [-2.8508, -2.2477, 0.7659], [-2.1132, -2.7751, -0.3776], [-0.7368, -3.3095, -0.0097], [-0.6922, -4.7249, 0.0530], [-1.5006, -5.4248, 0.9998], [-6.0801, -0.2005, 3.7368], [-6.7555, 0.5772, 2.2935], [-5.5113, 1.3256, 3.0735], [-6.2553, -1.6930, 1.2208], [-5.0702, -2.2942, 2.2588], [-4.1420, -1.1812, -0.3810], [-4.6452, -2.9115, -0.0054], [-2.3907, -1.3980, 1.0600], [-1.9084, -1.9452, -1.0539], [-2.6832, -3.5164, -0.9378], [-0.4013, -2.8884, 0.9380], [0.0111, -2.9502, -0.7166], [-1.3310, -5.0532, 2.0103], [-1.1865, -6.4639, 0.9006], [-2.5589, -5.4158, 0.7390], [-0.7410, 4.4595, -2.6189], [-0.4932, 4.1147, -1.1937], [0.9377, 3.8430, -0.7805], [1.3160, 2.6981, -1.5057], [2.6908, 2.3613, -1.3932], [-1.1297, 5.1213, -0.3697], [-0.5586, 3.6081, -3.2747], [-0.0317, 5.2361, -2.9053], [-1.7708, 4.7673, -2.8002], [-1.0964, 3.2593, -0.8897], [1.0087, 3.6485, 0.2896], [1.5961, 4.6811, -1.0090], [3.1561, 3.0813, -2.0664], [2.8005, 1.3529, -1.7920], [3.0410, 2.3524, -0.3610], [-1.8565, 5.6404, -0.8414], [-1.5386, 4.6597, 0.4302], [0.0189, 1.3690, -7.9412], [-1.1676, 0.6517, -7.3387], [-1.2028, 0.6684, -5.7879], [-0.0112, 0.1245, -5.2860], [0.1130, -0.1027, -3.9426], [-2.4064, 1.2436, -7.7971], [-0.0453, 1.3427, -9.0290], [0.9763, 0.9343, -7.6542], [-0.0828, 2.4039, -7.6145], [-1.1805, -0.4007, -7.6221], [-2.0759, 0.1321, -5.4160], [-1.2105, 1.6723, -5.3634], [-0.2033, 0.6937, -3.2689], [1.1500, -0.3451, -3.7105], [-0.4560, -0.9937, -3.6770], [-2.5167, 0.9943, -8.7696], [-2.2643, 2.2435, -7.7937]],
  "mulliken_charge": [-0.5981, 1.0256, -0.5747, -0.3364, 1.3947, -0.6700, -0.8844, -0.1219, -0.7558, -0.4794, -0.4595, -0.7893, 0.0130, -0.9962, -0.1937, 0.2316, -0.5144, 0.3003, 0.2665, 0.3169, 0.3466, 0.1515, 0.6795, 0.2827, 0.2503, 0.3373, 0.5520, 0.5031, 0.1245, -0.2827, 0.3569, 0.4277, -0.8216, -0.3436, -1.4296, 0.3337, -0.2128, 0.0550, -0.7843, -0.2776, -0.8024, 0.3253, 0.3104, 0.2670, 0.6486, 0.4884, 0.4457, -0.3488, 0.3392, 0.4015, -0.1424, 0.3714, 0.3626, 0.2548, 0.2847, 0.3381, -0.9971, -0.2444, -0.5709, -0.7033, 0.4672, -0.9332, -0.0393, -0.4960, -0.4874, 0.3798, 0.4248, 0.2361, 0.5525, 0.2373, 0.3698, 0.3883, -0.4214, 0.3932, 0.5888, 0.1662, 0.1037, 0.0738, 0.2869, 0.2314, -1.5101, 1.4519, -0.7048, -0.2556, -0.8216, -0.7440, 0.1300, 0.3646, 0.5257, -0.1580, -0.0367, 0.5512, 0.4302, 0.0808, 0.3011, 0.2268, 0.1739, -1.3307, 0.3500, -0.4304, -0.3783, -0.3768, -0.7390, 0.3885, 0.3048, 0.3068, 0.3689, 0.3605, 0.0135, 0.1500, 0.1427, 0.3288, 0.2773, 0.2839]
}